This record from the OMol25 dataset describes a molecular structure, C16H8Cl5N3OZn. The level of theory is the ωB97M-V functional and the def2-TZVPD basis.

Last column: Löwdin charge in e.
Positions of all 34 atoms, in Å:
Zn  -0.232  -0.341  0.843  0.599
Cl  -0.420  2.147  2.912  0.672
C  1.052  1.232  2.987  -0.703
C  1.170  0.073  2.217  -0.256
C  2.376  -0.610  2.331  -0.718
Cl  2.563  -2.059  1.407  0.681
C  3.420  -0.177  3.144  -0.711
Cl  4.892  -1.061  3.232  0.680
C  3.264  0.987  3.891  -0.709
Cl  4.538  1.549  4.898  0.684
C  2.068  1.697  3.820  -0.714
Cl  1.860  3.130  4.749  0.674
O  -0.646  -1.725  -0.347  -0.188
C  -1.064  -1.658  -1.577  -0.343
C  -1.461  -2.857  -2.214  -0.016
C  -1.935  -2.882  -3.501  -0.089
C  -2.045  -1.698  -4.235  -0.110
C  -1.657  -0.517  -3.652  -0.056
C  -1.152  -0.461  -2.342  -0.087
C  -0.699  0.814  -1.812  -0.241
N  -0.328  1.090  -0.563  0.032
C  0.064  2.410  -0.525  -0.124
C  -0.071  2.950  -1.759  -0.072
N  -0.549  1.937  -2.558  0.112
H  -1.382  -3.770  -1.637  0.113
H  -2.234  -3.822  -3.948  0.102
H  -2.432  -1.715  -5.245  0.096
H  -1.768  0.398  -4.224  0.098
H  0.415  2.865  0.384  0.077
H  0.124  3.938  -2.134  0.113
H  -0.746  2.012  -3.538  0.144
N  -2.346  -1.318  3.041  0.167
C  -2.000  -0.706  2.123  -0.011
H  -2.637  -1.852  3.832  0.102

Relative energy (zero: lowest compared OMol25 entry of this formula, charge and spin), eV: 0.0000
HOMO-LUMO gap, eV: 8.0
Electronic energy, Ha: -4934.34915
LUMO energy, Ha: 0.013

This record from the OMol25 dataset describes a molecular structure, C16H9F5FeN3S4Sb in a non-equilibrium geometry. The level of theory is the ωB97M-V functional and the def2-TZVPD basis.

Last column: Löwdin charge in e.
Positions of all 39 atoms, in Å:
Fe  0.028  -0.021  1.037  -0.180
S  0.387  0.713  4.111  0.069
Sb  -1.739  -0.028  3.459  0.412
S  -1.667  1.293  1.408  0.137
S  -0.941  -1.818  2.007  0.003
N  1.108  -2.530  -0.922  0.138
C  2.024  -2.109  0.015  -0.280
C  3.299  -2.698  -0.004  0.001
C  4.236  -2.326  0.934  -0.046
C  3.870  -1.416  1.921  -0.036
C  2.596  -0.895  1.882  -0.166
N  1.704  -1.203  0.939  -0.060
C  -0.098  -2.009  -1.341  -0.309
C  -0.904  -2.809  -2.161  -0.004
C  -2.100  -2.308  -2.625  -0.049
C  -2.448  -1.001  -2.305  -0.047
C  -1.584  -0.274  -1.513  -0.144
N  -0.449  -0.766  -1.014  0.029
H  1.356  -3.404  -1.366  0.147
H  3.532  -3.433  -0.760  0.113
H  5.228  -2.750  0.906  0.112
H  4.548  -1.115  2.700  0.112
H  2.263  -0.199  2.642  0.018
H  -0.591  -3.811  -2.406  0.112
H  -2.747  -2.921  -3.233  0.112
H  -3.369  -0.560  -2.648  0.107
H  -1.789  0.752  -1.249  0.079
F  1.091  5.450  4.543  0.124
C  1.215  4.630  3.496  -0.133
C  0.299  4.680  2.449  -0.139
F  -0.695  5.573  2.464  0.119
C  0.419  3.793  1.391  -0.295
F  -0.452  3.867  0.382  0.042
C  1.409  2.806  1.357  -0.553
S  1.403  1.602  0.100  0.716
C  2.360  2.825  2.380  -0.279
F  3.376  1.952  2.360  0.072
C  2.261  3.713  3.441  -0.170
F  3.168  3.681  4.420  0.115

Multiplicity: 5
HOMO-LUMO gap (spin up / spin down), eV: 6.6 / 5.6
Electronic energy, Ha: -4375.46272
LUMO energy (spin up / spin down), Ha: -0.051 / -0.095

This record from the OMol25 dataset describes C16H9IO3 in the gas phase in a non-equilibrium geometry. The level of theory is the ωB97M-V functional and the def2-TZVPD basis.

Last column: Löwdin charge in e.
Positions of all 29 atoms, in Å:
O  4.970  -2.831  0.471  0.014
C  4.070  -2.106  0.729  -0.752
I  2.152  -2.927  1.426  0.800
C  4.211  -0.514  0.606  -0.119
C  2.787  0.132  0.685  -0.288
C  2.248  0.764  1.883  -0.034
C  0.883  1.331  1.897  0.017
C  0.100  1.220  0.671  -0.056
C  0.629  0.572  -0.553  -0.051
C  1.972  0.031  -0.550  0.002
C  -0.347  0.488  -1.779  -0.279
O  0.010  0.704  -2.910  0.118
C  -1.826  0.145  -1.389  -0.062
C  -2.665  -0.782  -2.129  0.000
C  -4.023  -1.031  -1.615  -0.061
C  -4.544  -0.353  -0.426  -0.061
C  -3.704  0.587  0.336  0.003
C  -2.354  0.804  -0.172  -0.065
C  -1.373  1.754  0.599  -0.289
O  -1.717  2.806  1.081  0.111
H  4.572  -0.350  -0.450  0.129
H  4.936  -0.096  1.344  0.128
H  2.831  0.823  2.832  0.112
H  0.436  1.807  2.799  0.119
H  2.371  -0.474  -1.462  0.131
H  -2.297  -1.322  -3.030  0.116
H  -4.729  -1.748  -2.107  0.102
H  -5.570  -0.552  -0.042  0.099
H  -4.031  1.119  1.256  0.116

Structure (SMILES): O=C(I)Cc1ccc2c(c1)C(=O)c1ccccc1C2=O
HOMO-LUMO gap, eV: 8.4
Electronic energy, Ha: -1138.45226
LUMO energy, Ha: -0.029

This record from the OMol25 dataset describes a molecular structure, C17H10F4N4PbSe3Te. The level of theory is the ωB97M-V functional and the def2-TZVPD basis.

Last column: Löwdin charge in e.
Positions of all 40 atoms, in Å:
Pb  -0.360  3.675  2.332  1.056
Se  0.566  3.384  5.421  -0.016
Se  0.826  1.210  5.159  -0.064
Te  2.338  0.844  3.059  0.540
Se  2.636  3.176  2.241  0.351
C  2.852  3.358  -1.195  -0.072
C  1.524  2.921  -0.572  -0.713
C  1.471  1.399  -0.514  -0.082
C  0.368  3.415  -1.451  -0.064
C  1.334  3.614  0.791  -0.795
H  2.967  2.918  -2.187  0.090
H  3.700  3.036  -0.586  0.070
H  2.898  4.444  -1.299  0.088
H  1.535  0.996  -1.527  0.096
H  0.543  1.050  -0.068  0.052
H  2.308  0.989  0.053  0.037
H  0.464  3.038  -2.471  0.092
H  0.351  4.507  -1.501  0.087
H  -0.591  3.067  -1.057  0.078
H  1.662  4.658  0.686  0.022
F  -1.999  -0.148  -0.480  0.103
C  -1.749  -1.458  -0.347  -0.149
C  -2.041  -2.274  -1.404  -0.145
F  -2.555  -1.712  -2.495  0.125
C  -1.824  -3.671  -1.369  -0.044
C  -1.290  -4.142  -0.148  -0.143
C  -0.995  -3.315  0.902  -0.149
F  -0.491  -3.865  2.008  0.119
C  -1.198  -1.927  0.858  -0.034
C  -0.863  -1.057  1.951  -0.166
C  -0.999  0.325  1.894  -0.227
N  -1.074  1.485  1.900  0.012
C  -0.217  -1.480  3.141  -0.287
N  0.384  -1.723  4.097  0.121
F  -1.045  -5.439  0.002  0.130
C  -2.111  -4.523  -2.466  -0.125
C  -1.958  -5.935  -2.420  -0.186
N  -1.871  -7.084  -2.447  0.191
C  -2.572  -4.044  -3.722  -0.187
N  -2.922  -3.711  -4.768  0.189

Relative energy (zero: lowest compared OMol25 entry of this formula, charge and spin), eV: 1.0055
HOMO-LUMO gap (spin up / spin down), eV: 5.0 / 5.9
Electronic energy, Ha: -8937.34849
LUMO energy (spin up / spin down), Ha: -0.105 / -0.092

This record from the OMol25 dataset describes 2 unconnected molecules or ions with the total composition C17H11Cl2N3O2 in a non-equilibrium geometry. The level of theory is the ωB97M-V functional and the def2-TZVPD basis.

Last column: Löwdin charge in e.
Positions of all 35 atoms, in Å:
N  -1.506  -3.215  2.255  0.220
C  -0.504  -2.610  2.255  -0.133
C  0.715  -1.875  2.261  -0.072
C  0.716  -0.507  2.240  -0.074
C  -0.496  0.232  2.243  -0.129
N  -1.495  0.840  2.273  0.254
C  1.961  0.281  2.286  -0.354
O  1.927  1.509  2.235  0.126
C  3.223  -0.504  2.332  -0.606
Cl  4.662  0.404  2.311  0.787
C  3.226  -1.871  2.316  -0.603
Cl  4.665  -2.774  2.265  0.787
C  1.964  -2.660  2.276  -0.346
O  1.939  -3.889  2.227  0.123
C  2.022  -0.452  -1.622  -0.025
C  0.525  -0.217  -1.783  -0.354
C  -0.153  -1.160  -2.740  -0.046
N  -0.014  0.712  -1.093  0.116
C  -1.240  1.339  -1.081  -0.274
C  -1.394  2.530  -0.313  -0.052
C  -2.606  3.203  -0.238  -0.092
C  -3.731  2.706  -0.911  -0.090
C  -3.606  1.544  -1.681  -0.089
C  -2.383  0.878  -1.780  -0.022
H  2.301  -1.335  -2.200  0.065
H  2.600  0.408  -1.985  0.091
H  2.267  -0.617  -0.567  0.059
H  0.594  -1.863  -3.115  0.065
H  -0.937  -1.737  -2.238  0.089
H  -0.586  -0.644  -3.603  0.088
H  -0.519  2.881  0.234  0.106
H  -2.681  4.113  0.359  0.104
H  -4.692  3.221  -0.827  0.102
H  -4.478  1.151  -2.205  0.101
H  -2.286  -0.024  -2.384  0.080

Structure (SMILES): N#CC1=C(C#N)C(=O)C(Cl)=C(Cl)C1=O.CC(C)=Nc1ccccc1
Relative energy (zero: lowest compared OMol25 entry of this formula, charge and spin), eV: 0.0000
HOMO-LUMO gap, eV: 5.3
Electronic energy, Ha: -1889.45160
LUMO energy, Ha: -0.119

This record from the OMol25 dataset describes a molecular structure, C17H11ClF7FeNO7S5Sb in a non-equilibrium geometry. The level of theory is the ωB97M-V functional and the def2-TZVPD basis.

Last column: Löwdin charge in e.
Positions of all 51 atoms, in Å:
Fe  -1.433  -2.686  -0.174  0.680
O  -5.155  -2.115  0.737  -0.317
Cl  -4.190  -3.002  0.163  0.704
O  -4.798  -4.203  -0.284  -0.284
O  -3.492  -2.317  -0.933  -0.385
O  -3.132  -3.292  1.139  -0.453
S  5.265  -4.571  2.790  0.370
C  3.790  -4.105  2.170  -1.551
S  2.279  -4.523  2.873  0.872
C  1.226  -3.691  1.754  -1.157
C  1.854  -3.053  0.742  -1.140
S  1.024  -2.166  -0.491  0.644
S  3.595  -3.173  0.740  0.873
S  -0.486  -3.692  1.977  0.603
C  1.737  3.635  -2.007  -0.048
C  1.194  3.660  -0.584  -0.310
C  2.320  3.885  0.414  -0.151
C  1.758  4.031  1.819  -0.138
C  0.870  2.858  2.142  -0.140
C  0.638  2.503  3.455  0.043
C  -0.132  1.387  3.753  -0.253
F  -0.325  1.079  5.053  0.058
C  -0.671  0.597  2.779  0.099
C  -0.468  0.958  1.444  -0.027
C  -1.035  0.112  0.402  -0.315
O  -1.649  -0.922  0.717  -0.092
C  -0.848  0.556  -0.935  -0.042
C  -0.130  1.681  -1.175  0.045
N  0.485  2.416  -0.226  0.031
C  0.297  2.087  1.116  -0.064
C  -1.445  -0.115  -2.139  -0.527
O  -1.935  0.553  -3.007  0.108
O  -1.235  -1.437  -2.165  -0.261
H  2.357  4.520  -2.150  0.081
H  0.954  3.665  -2.762  0.079
H  2.350  2.748  -2.172  0.103
H  0.481  4.490  -0.492  0.156
H  2.878  4.776  0.123  0.116
H  3.001  3.030  0.374  0.139
H  1.192  4.965  1.894  0.122
H  2.567  4.087  2.549  0.117
H  1.071  3.086  4.258  0.126
H  -1.232  -0.302  2.999  0.142
H  -0.017  2.006  -2.197  0.135
F  -1.404  -4.285  -0.975  -0.439
Sb  -1.642  -2.499  -3.914  1.455
F  -3.248  -1.549  -4.227  -0.347
F  -0.629  -1.094  -4.738  -0.366
F  -1.683  -3.271  -5.668  -0.399
F  -0.020  -3.375  -3.550  -0.351
F  -2.745  -3.932  -3.409  -0.340

Multiplicity: 6
Charge: -2
Relative energy (zero: lowest compared OMol25 entry of this formula, charge and spin), eV: 1.4821
HOMO-LUMO gap (spin up / spin down), eV: 5.0 / 4.9
Electronic energy, Ha: -5890.10714
LUMO energy (spin up / spin down), Ha: 0.123 / 0.122

This record from the OMol25 dataset describes a molecular structure, C17H11F16N3PTc. The level of theory is the ωB97M-V functional and the def2-TZVPD basis.

Last column: Löwdin charge in e.
Positions of all 49 atoms, in Å:
Tc  0.500  0.738  -0.071  1.666
C  -0.923  -1.829  0.554  -0.007
N  -0.994  -0.375  0.869  -0.333
C  -2.278  0.221  0.396  -0.136
C  -2.265  0.322  -1.115  -0.136
N  -0.904  0.740  -1.557  -0.037
C  -0.697  1.060  -2.849  -0.113
C  -1.693  1.081  -3.873  -0.101
F  -2.924  0.684  -3.611  0.156
C  -1.407  1.518  -5.138  -0.117
F  -2.342  1.547  -6.059  0.199
C  -0.113  1.931  -5.462  -0.075
F  0.149  2.355  -6.662  0.236
C  0.918  1.870  -4.509  -0.119
F  2.140  2.217  -4.841  0.198
C  0.612  1.444  -3.260  -0.118
F  1.594  1.344  -2.348  0.077
C  -0.794  -0.139  2.339  -0.115
C  0.685  -0.327  2.700  -0.108
N  1.450  -0.097  1.460  -0.069
C  2.643  -0.711  1.221  -0.141
C  2.913  -1.029  -0.119  -0.097
F  1.875  -0.839  -1.002  0.016
C  4.065  -1.610  -0.543  -0.122
F  4.262  -1.936  -1.801  0.190
C  5.036  -1.885  0.430  -0.085
F  6.169  -2.420  0.061  0.219
C  4.807  -1.615  1.777  -0.112
F  5.742  -1.882  2.657  0.200
C  3.613  -1.057  2.176  -0.109
F  3.411  -0.777  3.449  0.176
H  -1.731  -2.348  1.071  0.120
H  0.033  -2.233  0.883  0.097
H  -1.021  -1.978  -0.519  0.098
H  -2.366  1.203  0.851  0.125
H  -3.115  -0.395  0.727  0.152
H  -2.999  1.061  -1.426  0.144
H  -2.531  -0.616  -1.597  0.136
H  -1.425  -0.830  2.899  0.149
H  -1.115  0.876  2.547  0.121
H  0.906  -1.314  3.099  0.138
H  0.978  0.411  3.446  0.149
F  -0.278  2.293  0.873  -0.366
P  1.164  3.721  0.679  0.298
F  1.472  3.319  2.150  -0.060
F  0.638  3.699  -0.808  -0.099
F  2.365  4.641  0.448  0.002
F  2.030  2.286  0.235  -0.257
F  0.079  4.737  1.097  -0.026

Multiplicity: 3
Charge: +2
Relative energy (zero: lowest compared OMol25 entry of this formula, charge and spin), eV: 0.0000
HOMO-LUMO gap (spin up / spin down), eV: 7.3 / 6.2
Electronic energy, Ha: -2838.14584
LUMO energy (spin up / spin down), Ha: -0.301 / -0.353

This record from the OMol25 dataset describes a molecular structure, C17H11F3N2RuS. The level of theory is the ωB97M-V functional and the def2-TZVPD basis.

Last column: Löwdin charge in e.
Positions of all 35 atoms, in Å:
Ru  0.116  -0.532  -0.775  1.101
C  4.320  -0.453  -1.873  0.004
C  4.926  -0.688  -0.649  0.015
C  4.139  -0.826  0.488  0.045
C  2.767  -0.727  0.367  -0.201
N  2.184  -0.503  -0.837  -0.068
C  2.940  -0.367  -1.929  -0.079
C  1.788  -0.829  1.452  -0.135
C  2.071  -1.176  2.759  0.023
C  1.043  -1.196  3.697  0.029
C  -0.279  -0.876  3.355  -0.017
C  -0.587  -0.531  2.061  -0.043
C  0.432  -0.557  1.086  -0.236
H  4.899  -0.333  -2.777  0.132
H  6.002  -0.759  -0.575  0.136
H  4.595  -1.000  1.452  0.131
H  2.425  -0.180  -2.863  0.125
H  3.078  -1.427  3.066  0.131
H  1.272  -1.457  4.722  0.137
H  -1.049  -0.893  4.114  0.131
H  -1.600  -0.264  1.793  0.110
F  -2.309  3.396  -2.698  0.159
C  -3.160  3.152  -1.693  -0.610
F  -2.708  3.802  -0.613  0.168
F  -4.354  3.619  -2.011  0.198
C  -3.201  1.664  -1.409  -0.070
C  -4.381  0.927  -1.363  0.075
C  -4.332  -0.431  -1.083  0.023
C  -3.106  -1.041  -0.855  -0.060
N  -1.976  -0.333  -0.900  -0.119
C  -2.030  0.983  -1.171  -0.559
S  -0.338  1.532  -1.109  0.903
H  -5.327  1.420  -1.545  0.149
H  -5.237  -1.019  -1.042  0.135
H  -3.023  -2.098  -0.640  0.136

Charge: +2
HOMO-LUMO gap (spin up / spin down), eV: 5.6 / 5.7
Electronic energy, Ha: -1556.00001
LUMO energy (spin up / spin down), Ha: -0.374 / -0.371